[1]
ORCA calculation (ωB97M-V with the def2-TZVPD basis set) on 2 unconnected molecules or ions with the total composition C2H3N3OS.

Geometry as ORCA input:
```
! RIJCOSX wB97M-V def2-TZVPD def2/J DEFGRID3
* xyz 0 1
C 1.3325 0.9727 0.6440
C -1.6030 -1.5089 -0.7973
N -0.4766 2.4524 0.7412
N 0.3917 1.5773 0.9815
N -0.7423 -1.6255 -1.6051
O -2.3932 -1.3192 0.0400
S 1.5937 -0.6692 0.2684
H -0.6800 3.0227 1.5595
H 2.9260 -0.4635 0.2388
H -0.3487 -2.4389 -2.0710
*
```

Computed properties:
Relative energy (zero: lowest compared OMol25 entry of this formula, charge and spin): 276.33 kJ/mol
E_HOMO (alpha / beta): -8.58 / -8.58 eV
Lowest unoccupied orbital energy (alpha / beta): 0.24 / 0.24 eV
Gap between HOMO and LUMO (alpha / beta): 8.821 / 8.821 eV

[2]
ORCA calculation (ωB97M-V with the def2-TZVPD basis set) on 9 unconnected molecules or ions with the total composition C45H108O23S.

Geometry as ORCA input:
```
! RIJCOSX wB97M-V def2-TZVPD def2/J DEFGRID3
* xyz 0 1
C -2.9386 9.2989 4.2460
O -2.7416 8.0720 3.6422
C -3.6275 7.6791 2.6007
C -3.0435 6.4962 1.7702
O -3.3504 5.2556 2.3270
C -3.0424 4.9950 3.6470
C -1.4740 4.7988 3.8488
O -0.9091 3.8829 2.9695
C 0.4725 3.8983 2.8093
H -3.8603 9.2943 4.8279
H -2.9996 10.1133 3.5241
H -2.1293 9.4291 4.9644
H -3.6541 8.5701 1.9734
H -4.5705 7.4090 3.0760
H -1.9600 6.6138 1.7573
H -3.4056 6.5320 0.7427
H -3.6383 4.1073 3.8592
H -3.5583 5.6562 4.3433
H -1.3017 4.4477 4.8662
H -0.9416 5.7190 3.6080
H 0.7568 3.1305 2.0896
H 1.0723 3.8569 3.7185
H 0.7647 4.8572 2.3814
C 0.5125 4.2145 -0.8983
O 1.2551 3.5470 -1.9336
C 1.7112 4.4951 -2.9074
C 2.4031 3.7825 -4.0386
O 1.3688 2.9668 -4.6668
C 1.7551 2.6956 -6.0261
C 0.5617 2.1140 -6.8443
O -0.3701 3.0541 -7.1935
C -1.2083 2.5928 -8.2067
H 1.2514 4.8304 -0.3856
H 0.1984 3.4453 -0.1928
H -0.3602 4.7373 -1.2896
H 2.4613 5.1638 -2.4851
H 0.9118 5.1097 -3.3211
H 3.2341 3.1861 -3.6618
H 2.8029 4.5099 -4.7451
H 2.5942 2.0012 -6.0695
H 2.0020 3.6211 -6.5463
H 0.0480 1.3658 -6.2406
H 0.8110 1.5439 -7.7393
H -2.0233 3.2807 -8.4316
H -1.7076 1.6634 -7.9328
H -0.6936 2.5073 -9.1638
C -2.3099 -0.4633 -2.2140
O -2.2272 0.5862 -3.1550
C -1.2137 1.5875 -3.0790
C -1.6754 2.9132 -3.8184
O -2.8834 3.4507 -3.2469
C -3.6921 4.1213 -4.1688
C -5.1328 4.3186 -3.6551
O -6.0006 3.1954 -3.6515
C -5.5656 2.0353 -3.0342
H -2.9156 -1.2914 -2.5822
H -2.7787 -0.1978 -1.2665
H -1.3262 -0.8111 -1.8984
H -0.3503 1.1568 -3.5861
H -0.9019 1.7764 -2.0518
H -1.7964 2.7191 -4.8842
H -0.9173 3.6837 -3.6785
H -3.8090 3.5625 -5.0973
H -3.1659 5.0455 -4.4078
H -5.5840 5.1485 -4.1990
H -5.0247 4.5118 -2.5878
H -5.6099 2.1038 -1.9473
H -4.5261 1.7879 -3.2496
H -6.1079 1.1461 -3.3555
C 1.2597 -5.1115 0.3301
O 1.3920 -5.4641 -1.0142
C 1.2763 -4.4159 -1.9637
C -0.1385 -3.8592 -2.2192
O -0.9340 -4.8338 -2.9406
C -1.3109 -6.0141 -2.2237
C -2.2675 -6.8726 -3.0646
O -3.4942 -6.1968 -3.2547
C -4.4493 -6.8958 -3.9886
H 1.0966 -6.0502 0.8595
H 0.3847 -4.5276 0.6157
H 2.1041 -4.5484 0.7277
H 1.5965 -4.9071 -2.8826
H 1.9605 -3.6068 -1.7083
H -0.1421 -2.9715 -2.8517
H -0.6363 -3.4970 -1.3197
H -1.8079 -5.7313 -1.2957
H -0.3782 -6.4986 -1.9346
H -2.4567 -7.8540 -2.6298
H -1.8980 -7.1553 -4.0504
H -4.0346 -6.9892 -4.9923
H -5.4119 -6.3876 -4.0450
H -4.6529 -7.8987 -3.6133
C -7.4564 -0.9358 8.6730
O -6.6318 -1.6990 7.7898
C -5.4094 -2.0889 8.2557
C -4.5501 -2.7203 7.1444
O -4.4134 -1.7923 6.0555
C -3.8649 -2.2610 4.8602
C -3.8137 -1.1139 3.8560
O -2.8143 -0.1442 4.2568
C -2.4301 0.6478 3.1428
H -8.4566 -0.8787 8.2435
H -7.0976 0.0311 9.0259
H -7.6453 -1.3221 9.6746
H -5.5072 -2.8684 9.0114
H -4.8348 -1.2737 8.6954
H -5.1062 -3.5741 6.7573
H -3.6271 -3.1495 7.5344
H -4.4292 -3.0617 4.3820
H -2.8524 -2.6098 5.0631
H -4.8058 -0.6663 3.9154
H -3.5761 -1.5749 2.8973
H -3.2563 1.0092 2.5305
H -1.7480 0.0829 2.5074
H -1.8034 1.4996 3.4068
C 2.7951 0.0253 -2.7445
O 4.0271 -0.4857 -3.2893
C 4.8752 0.4376 -3.8441
C 6.2434 -0.1768 -4.2432
O 6.8488 -0.8846 -3.2057
C 7.9119 -1.7767 -3.5955
C 8.3963 -2.7511 -2.4789
O 9.3102 -3.6947 -2.9588
C 8.6259 -4.9099 -3.5213
H 3.0138 0.7365 -1.9480
H 2.2069 -0.7858 -2.3153
H 2.2635 0.5977 -3.5046
H 5.0945 1.1270 -3.0289
H 4.5125 0.9781 -4.7184
H 6.8612 0.5864 -4.7164
H 6.0686 -0.8880 -5.0505
H 8.7268 -1.1159 -3.8912
H 7.5463 -2.3436 -4.4517
H 7.5363 -3.2377 -2.0187
H 8.9330 -2.1797 -1.7216
H 9.3600 -5.6255 -3.8915
H 7.9996 -4.6471 -4.3738
H 8.0222 -5.4597 -2.7992
C 1.1535 -4.3390 4.7686
O 2.4087 -3.7500 4.6302
C 2.7099 -2.6699 5.5177
C 4.1228 -2.1845 5.5169
O 4.3419 -1.5363 4.2547
C 5.6517 -1.3606 3.7438
C 5.5826 -0.8369 2.2463
O 4.9620 -1.7672 1.3218
C 4.8998 -1.4717 -0.0766
H 1.0841 -5.0587 3.9529
H 0.3818 -3.5938 4.5750
H 0.9359 -4.7288 5.7629
H 2.3971 -2.9392 6.5265
H 1.9542 -1.9052 5.3382
H 4.7877 -3.0443 5.5992
H 4.3332 -1.4339 6.2788
H 6.1422 -2.3324 3.6890
H 6.2570 -0.7115 4.3766
H 6.5386 -0.4374 1.9077
H 4.9372 0.0410 2.2179
H 5.9378 -1.4388 -0.4079
H 4.4133 -0.5081 -0.2274
H 4.3288 -2.2073 -0.6432
C -2.6268 -3.8572 1.4610
O -1.6423 -3.3218 2.2911
H -2.9524 -4.8075 1.8841
H -3.4302 -3.1212 1.4298
H -2.1929 -4.1043 0.4920
H -1.4055 -2.4919 1.8707
C 1.5088 -1.4893 2.1436
S 0.7790 -1.2519 0.4798
O -0.7693 -1.1964 0.6100
C 1.3279 0.5111 0.3415
H 1.3128 -2.5197 2.4405
H 0.9900 -0.9493 2.9356
H 2.5518 -1.1735 2.1239
H 0.7887 1.1774 1.0149
H 1.0646 0.8337 -0.6658
H 2.4027 0.5738 0.5117
*
```

Computed properties:
E_HOMO: -8.86 eV
Lowest unoccupied orbital energy: 0.43 eV
Gap between HOMO and LUMO: 9.289 eV

Number 1: total energy -715.59099 Ha. Number 2: total energy -3907.47135 Ha.